1.
Formula: C22H31N3O4S
Source: the OMol25 dataset
Level of theory: wB97M-V/def2-TZVPD

CARTESIAN COORDINATES (ANGSTROEM)
C: 2.1977 6.8525 1.4776
C: 1.0103 6.2771 2.2367
O: 1.0445 4.8502 2.2555
C: 1.7986 4.2764 3.2038
O: 2.4105 4.8953 4.0457
C: 1.7628 2.8215 3.0867
C: 1.1059 2.0450 2.1451
C: 1.3776 0.7121 2.4609
S: 0.7994 -0.7214 1.6026
O: 1.1444 -0.6015 0.2176
O: 1.2430 -1.8720 2.3417
N: -0.8532 -0.5425 1.7896
C: -1.6830 -0.5524 0.6053
C: -2.1869 -1.9424 0.1989
C: -1.0258 -2.9237 0.0423
C: -1.5357 -4.2743 -0.4768
N: -2.2950 -4.2009 -1.7056
C: -1.5436 -4.2322 -2.9491
C: -0.6342 -3.0595 -3.2402
C: 0.6804 -3.0534 -2.7916
C: 1.4860 -1.9470 -2.9966
C: 0.9901 -0.8420 -3.6618
C: -0.3124 -0.8369 -4.1472
C: -0.8370 0.3583 -4.8865
C: -1.1088 -1.9524 -3.9335
C: -3.3714 -3.2432 -1.6034
C: -2.9464 -1.8475 -1.1250
C: 2.1879 0.7121 3.5775
N: 2.4195 1.9816 3.9509
C: 3.2273 2.3860 5.0679
H: 3.1225 6.6059 1.9931
H: 2.2337 6.4427 0.4713
H: 2.1043 7.9331 1.4198
H: 1.0053 6.6471 3.2675
H: 0.0690 6.5303 1.7449
H: 0.5090 2.4018 1.3324
H: -1.1881 -1.1431 2.5270
H: -1.0578 -0.1449 -0.1915
H: -2.5305 0.1223 0.7729
H: -2.8681 -2.3146 0.9766
H: -0.2995 -2.5016 -0.6518
H: -0.5170 -3.0770 0.9959
H: -2.1999 -4.7135 0.2797
H: -0.6983 -4.9585 -0.6245
H: -2.2786 -4.3295 -3.7549
H: -0.9467 -5.1501 -2.9261
H: 1.0738 -3.9154 -2.2720
H: 2.4996 -1.9437 -2.6262
H: 1.6173 0.0248 -3.8113
H: -0.7174 1.2588 -4.2855
H: -0.2830 0.5020 -5.8139
H: -1.8902 0.2377 -5.1291
H: -2.1228 -1.9605 -4.3127
H: -4.0939 -3.6527 -0.8849
H: -3.8685 -3.1707 -2.5733
H: -3.8339 -1.2210 -1.0080
H: -2.2966 -1.3860 -1.8690
H: 2.5969 -0.1307 4.0976
H: 4.0556 3.0100 4.7306
H: 2.6364 2.9743 5.7707
H: 3.6153 1.4998 5.5660

* electronic energy: -1720.3387 Eh
* energy relative to the best compared isomer or geometry (same formula, charge and spin): 39.5 kcal per mole
* charge: 0
* structure (SMILES): CCOC(=O)c1cc(S(=O)(=O)NCC2CCN(Cc3cccc(C)c3)CC2)cn1C
* orbital gap: 8.57 eV

Löwdin atomic charge list, values in e, 5 entries:
1. C -0.060
2. C -0.215
3. O -0.001
4. C -0.430
5. O 0.102


2.
Formula: C22H31N3O4S
Source: the OMol25 dataset
Level of theory: wB97M-V/def2-TZVPD

CARTESIAN COORDINATES (ANGSTROEM)
C: 4.2161 1.2397 3.0605
C: 4.9817 0.0973 3.7184
C: 4.1343 -0.6885 4.7262
C: 3.4843 -1.9537 4.1598
N: 2.4902 -1.7017 3.1313
C: 2.8394 -1.9669 1.7579
C: 1.2662 -1.3238 3.5443
O: 0.9610 -1.2661 4.7270
C: 0.2306 -1.0033 2.5060
C: -1.0101 -1.5070 2.7274
N: -2.0925 -1.2724 1.9530
C: -3.3581 -1.8837 2.2866
C: -1.9814 -0.4290 0.8721
C: -3.0725 -0.1650 0.0282
C: -2.9328 0.6868 -1.0440
C: -1.7140 1.3044 -1.2915
S: -1.5583 2.3833 -2.7224
O: -2.8855 2.7594 -3.1153
O: -0.5998 3.4005 -2.4177
N: -0.9325 1.4753 -3.9572
C: -1.7824 0.4839 -4.5660
C: -1.5666 -0.9085 -3.9699
C: -0.0884 -1.2980 -4.0563
C: 0.1517 -2.6747 -3.4435
C: 0.7514 -0.2316 -3.3488
C: 0.4730 1.1531 -3.9382
C: -0.6390 1.0765 -0.4707
C: -0.7465 0.1962 0.6091
C: 0.4544 -0.0526 1.4306
O: 1.5162 0.5081 1.2002
H: 4.8487 1.7516 2.3380
H: 3.9065 1.9632 3.8120
H: 3.3275 0.8880 2.5456
H: 5.8474 0.5176 4.2367
H: 5.3645 -0.5818 2.9530
H: 4.7599 -1.0074 5.5627
H: 3.3483 -0.0478 5.1265
H: 2.9766 -2.4689 4.9827
H: 4.2490 -2.6139 3.7453
H: 3.2975 -1.0973 1.2824
H: 1.9496 -2.2387 1.1901
H: 3.5388 -2.8035 1.7215
H: -1.1639 -2.1527 3.5812
H: -3.2422 -2.4753 3.1917
H: -4.1170 -1.1202 2.4668
H: -3.6952 -2.5400 1.4814
H: -4.0301 -0.6239 0.2098
H: -3.7623 0.9064 -1.6972
H: -2.8086 0.8259 -4.4300
H: -1.5619 0.4608 -5.6398
H: -1.8801 -0.9141 -2.9233
H: -2.1789 -1.6311 -4.5125
H: 0.2009 -1.3270 -5.1131
H: -0.4403 -3.4304 -3.9546
H: 1.2010 -2.9490 -3.5209
H: -0.1252 -2.6742 -2.3908
H: 0.5132 -0.2368 -2.2835
H: 1.8136 -0.4568 -3.4569
H: 0.9652 1.9379 -3.3640
H: 0.8403 1.1926 -4.9708
H: 0.3011 1.5813 -0.6344

* electronic energy: -1720.3649 Eh
* energy relative to the best compared isomer or geometry (same formula, charge and spin): 23.0 kcal per mole
* charge: 0
* structure (SMILES): CCCCN(C)C(=O)c1cn(C)c2ccc(S(=O)(=O)N3CCC(C)CC3)cc2c1=O
* orbital gap: 8.56 eV

Löwdin atomic charge list, values in e, 5 entries:
1. C -0.104
2. C -0.254
3. C -0.181
4. C -0.159
5. N -0.078


3.
Formula: C22H31NO3
Source: the OMol25 dataset
Level of theory: wB97M-V/def2-TZVPD

CARTESIAN COORDINATES (ANGSTROEM)
C: -4.4824 -2.1901 1.0204
C: -3.4520 -2.8343 0.1159
O: -3.3506 -4.0447 0.0360
N: -2.6771 -2.0009 -0.6226
C: -2.6905 -0.5590 -0.5218
C: -1.7650 -0.0257 0.5800
C: -1.8075 1.5035 0.6714
C: -1.3132 2.1285 -0.5928
C: -0.2390 1.8614 -1.3915
C: -0.2880 2.7980 -2.4535
C: -1.3862 3.5644 -2.2236
O: -2.0128 3.1655 -1.1030
C: -1.0373 2.0207 1.9119
C: 0.4588 1.7258 1.8517
C: -1.2663 3.5211 2.0848
C: -1.7058 -2.5848 -1.5374
C: -0.2898 -2.3316 -1.1001
C: 0.5804 -1.5740 -1.8654
C: 1.8619 -1.2820 -1.4239
C: 2.2944 -1.7475 -0.1871
O: 3.5116 -1.5213 0.3706
C: 4.4445 -0.6506 -0.2547
C: 4.0484 0.8126 -0.0524
C: 5.7957 -0.9468 0.3883
C: 1.4271 -2.5381 0.5742
C: 0.1601 -2.8280 0.1215
H: -4.0256 -1.4995 1.7231
H: -4.9826 -2.9820 1.5715
H: -5.2224 -1.6566 0.4272
H: -3.7108 -0.2092 -0.3473
H: -2.3602 -0.1558 -1.4834
H: -0.7487 -0.3520 0.3722
H: -2.0597 -0.4485 1.5419
H: -2.8516 1.8183 0.7902
H: 0.4867 1.0869 -1.2533
H: 0.4002 2.8843 -3.2695
H: -1.8129 4.3891 -2.7588
H: -1.4557 1.5051 2.7838
H: 0.9402 2.0909 2.7562
H: 0.6517 0.6593 1.7732
H: 0.9104 2.2269 0.9994
H: -0.8502 4.0697 1.2431
H: -0.7852 3.8747 2.9938
H: -2.3284 3.7465 2.1488
H: -1.9105 -3.6593 -1.5515
H: -1.8727 -2.1738 -2.5390
H: 0.2586 -1.1924 -2.8244
H: 2.5055 -0.6900 -2.0562
H: 4.5038 -0.8798 -1.3288
H: 3.0722 1.0169 -0.4851
H: 4.7819 1.4638 -0.5197
H: 4.0029 1.0343 1.0112
H: 5.7463 -0.7448 1.4549
H: 6.5666 -0.3257 -0.0586
H: 6.0537 -1.9928 0.2465
H: 1.7803 -2.9111 1.5226
H: -0.5030 -3.4357 0.7187

* electronic energy: -1137.3956 Eh
* energy relative to the best compared isomer or geometry (same formula, charge and spin): 0.0 kcal per mole
* charge: 0
* structure (SMILES): CC(=O)N(CC[C@H](c1ccco1)C(C)C)Cc1ccc(OC(C)C)cc1
* orbital gap: 9.13 eV

Löwdin atomic charge list, values in e, 5 entries:
1. C 0.010
2. C -0.504
3. O 0.038
4. N -0.057
5. C -0.133


4.
Formula: C22H31NO4
Source: the OMol25 dataset
Level of theory: wB97M-V/def2-TZVPD

CARTESIAN COORDINATES (ANGSTROEM)
C: -0.3311 3.1808 -5.7231
O: -0.7297 3.5690 -4.4294
C: -1.2797 2.5323 -3.6471
C: -0.3049 1.4433 -3.1795
N: 0.5662 1.9276 -2.1181
C: 1.6496 2.7670 -2.5772
C: 2.8316 2.0715 -3.2773
O: 2.4630 1.6269 -4.5657
C: 3.5254 1.0395 -5.2670
C: 0.9546 0.8982 -1.1773
C: -0.2234 0.5127 -0.2701
O: -0.9235 -0.5677 -0.8466
C: 0.2525 0.1141 1.1308
O: -0.8916 -0.2719 1.8590
C: -0.6018 -0.7450 3.1608
C: -1.8907 -0.9431 3.9281
C: -1.8301 -1.2263 5.2874
C: -2.9896 -1.4449 6.0073
C: -4.2214 -1.3840 5.3765
C: -4.2858 -1.1021 4.0237
C: -3.1254 -0.8848 3.3005
C: 0.1407 -2.0676 3.1291
C: -0.3657 -3.1125 2.3667
C: 0.2872 -4.3305 2.3308
C: 1.4471 -4.5181 3.0644
C: 1.9540 -3.4815 3.8287
C: 1.3056 -2.2587 3.8576
H: 0.5589 2.5448 -5.7018
H: -1.1415 2.6525 -6.2411
H: -0.1014 4.1011 -6.2586
H: -2.0978 2.0504 -4.2059
H: -1.6935 3.0357 -2.7705
H: 0.2689 1.0578 -4.0308
H: -0.9001 0.6273 -2.7698
H: 1.2219 3.5012 -3.2601
H: 2.0534 3.2955 -1.7075
H: 3.1869 1.2187 -2.6781
H: 3.6619 2.7911 -3.3624
H: 3.1356 0.7404 -6.2383
H: 4.3497 1.7506 -5.4069
H: 3.9108 0.1567 -4.7405
H: 1.3103 -0.0239 -1.6636
H: 1.7581 1.2976 -0.5540
H: -0.8940 1.3803 -0.1752
H: -1.4981 -0.9227 -0.1562
H: 0.9621 -0.7235 1.0585
H: 0.7524 0.9607 1.6231
H: 0.0176 0.0033 3.6860
H: -0.8694 -1.2777 5.7796
H: -2.9325 -1.6634 7.0636
H: -5.1271 -1.5544 5.9396
H: -5.2434 -1.0507 3.5265
H: -3.1720 -0.6557 2.2478
H: -1.2733 -2.9601 1.8015
H: -0.1110 -5.1363 1.7321
H: 1.9555 -5.4707 3.0399
H: 2.8592 -3.6227 4.4010
H: 1.7089 -1.4479 4.4488

* electronic energy: -1212.5616 Eh
* energy relative to the best compared isomer or geometry (same formula, charge and spin): 65.8 kcal per mole
* charge: 0
* structure (SMILES): COCCN(CCOC)C[C@@H](O)COC(c1ccccc1)c1ccccc1
* orbital gap: 8.84 eV

Löwdin atomic charge list, values in e, 5 entries:
1. C -0.107
2. O -0.206
3. C -0.200
4. C -0.152
5. N -0.157


5.
Formula: C22H32BCoF10N7O5S4
Source: the OMol25 dataset
Level of theory: wB97M-V/def2-TZVPD

CARTESIAN COORDINATES (ANGSTROEM)
Co: -0.0504 -0.5283 -0.6496
F: -4.5963 -2.5205 -0.2151
C: -3.7544 -3.2815 -0.9119
F: -4.4165 -3.7510 -1.9683
F: -3.4282 -4.3217 -0.1448
S: -2.2391 -2.3113 -1.4570
O: -1.7252 -1.7874 -0.2182
O: -1.4332 -3.2579 -2.1502
N: -2.9233 -1.2151 -2.3634
S: -1.9091 -0.3087 -3.1416
O: -0.5336 -0.4739 -2.7097
O: -2.3882 0.9998 -3.4154
C: -1.8094 -1.1244 -4.8596
F: -0.6196 -0.8894 -5.4230
F: -1.9670 -2.4467 -4.8060
F: -2.7419 -0.6509 -5.6942
S: 1.9345 0.9011 -0.8459
C: 2.6915 0.7616 0.6781
N: 2.1891 1.3526 1.7505
C: 2.8238 1.3285 3.0533
C: 4.3321 1.2322 2.8689
C: 4.6291 0.0311 1.9749
N: 3.8951 0.1820 0.7376
H: 1.2114 1.6101 1.7263
H: 2.4490 0.4916 3.6478
H: 2.5482 2.2502 3.5677
H: 4.8184 1.1126 3.8351
H: 4.7050 2.1373 2.3884
H: 4.3170 -0.8839 2.4889
H: 5.6968 -0.0332 1.7493
H: 4.2412 -0.2222 -0.1176
F: 0.1659 -0.6254 1.4668
B: -0.0623 -0.6313 2.9148
F: -0.1119 0.7030 3.2863
F: 1.0543 -1.2273 3.4623
F: -1.1979 -1.2841 3.2195
C: 4.7859 -3.1365 0.2287
N: 3.3541 -3.1479 0.0324
C: 2.5575 -3.5085 1.1842
C: 2.7520 -2.6794 -1.0725
S: 1.0507 -2.5393 -1.1316
N: 3.5274 -2.4051 -2.1663
C: 2.9926 -1.5276 -3.1911
C: 4.3428 -3.4671 -2.7338
H: 5.0063 -2.7675 1.2322
H: 5.2648 -2.4864 -0.5004
H: 5.2083 -4.1423 0.1382
H: 3.1238 -4.1880 1.8191
H: 1.6409 -3.9924 0.8539
H: 2.2692 -2.6229 1.7568
H: 2.5244 -0.6591 -2.7351
H: 2.2507 -2.0214 -3.8213
H: 3.8284 -1.2021 -3.8092
H: 4.4782 -4.2789 -2.0283
H: 5.3154 -3.0696 -3.0325
H: 3.8471 -3.8754 -3.6186
C: -3.3825 4.0868 2.3643
N: -2.5060 3.7042 1.2863
N: -2.7151 2.5308 0.5845
C: -1.5176 2.0850 0.0675
O: -1.4052 1.0514 -0.6179
C: -0.5447 3.0415 0.4847
C: -1.1755 3.9702 1.2596
C: -0.6108 5.1293 1.9952
C: -4.0040 2.1416 0.1710
C: -4.3485 0.7958 0.1267
C: -5.6325 0.4475 -0.2611
C: -6.5577 1.4206 -0.6023
C: -6.2002 2.7580 -0.5761
C: -4.9221 3.1231 -0.1985
H: -4.3505 3.6093 2.2273
H: -3.5225 5.1689 2.3728
H: -2.9707 3.7722 3.3285
H: 0.4800 3.0280 0.1798
H: 0.4303 5.2639 1.7248
H: -0.6704 4.9694 3.0711
H: -1.1600 6.0386 1.7578
H: -3.6215 0.0380 0.3781
H: -5.9167 -0.5907 -0.2865
H: -7.5571 1.1364 -0.8975
H: -6.9103 3.5186 -0.8595
H: -4.6233 4.1611 -0.2102

* electronic energy: -5616.2994 Eh
* energy relative to the best compared isomer or geometry (same formula, charge and spin): 31.6 kcal per mole
* charge: 0
* spin multiplicity: 2
* orbital gap (alpha / beta): 7.78 / 8.48 eV

Löwdin atomic charge list, values in e, 5 entries:
1. Co 0.253
2. F 0.131
3. C -0.648
4. F 0.144
5. F 0.153


6.
Formula: C22H32BN4O5PrS2
Source: the OMol25 dataset
Level of theory: wB97M-V/def2-TZVPD

CARTESIAN COORDINATES (ANGSTROEM)
Pr: -0.2922 0.3854 0.0260
C: -2.4599 1.8914 0.2964
C: -1.4615 2.8126 -0.1297
C: -1.0998 2.4679 -1.4659
C: -1.9087 1.3627 -1.8754
C: -2.7637 1.0231 -0.7921
C: -3.9534 0.0985 -0.8048
C: -1.9704 0.8561 -3.2963
C: -0.3047 3.3398 -2.4061
C: -1.0690 4.0856 0.5754
C: -3.2026 1.8918 1.6100
H: -4.8553 0.6634 -0.5653
H: -3.8663 -0.7010 -0.0683
H: -4.0962 -0.3513 -1.7847
H: -2.1677 1.6835 -3.9801
H: -2.7674 0.1262 -3.4161
H: -1.0316 0.3879 -3.6046
H: -0.9777 3.9951 -2.9651
H: 0.2537 2.7473 -3.1326
H: 0.3873 3.9765 -1.8584
H: -0.0231 4.3362 0.4078
H: -1.2191 4.0017 1.6499
H: -1.6758 4.9159 0.2097
H: -4.2496 2.1620 1.4574
H: -2.7676 2.6079 2.3047
H: -3.1792 0.9010 2.0732
O: 3.1536 -1.8062 -1.0963
C: 1.9294 -1.3229 -1.1118
O: 1.6844 -0.1096 -1.0663
C: 0.8768 -2.3041 -1.5781
O: -0.3281 -1.5836 -1.7490
C: -1.4965 -2.3602 -1.4429
C: -1.8608 -2.3122 0.0854
O: -2.4631 -3.2584 0.5557
O: -1.5069 -1.2496 0.6891
H: 3.7927 -1.1486 -0.7442
H: 0.7672 -3.1110 -0.8435
H: 1.2193 -2.7339 -2.5319
H: -1.3890 -3.3982 -1.7723
H: -2.3181 -1.8953 -1.9958
C: -1.0556 -2.5398 3.3241
N: -0.1895 -1.3978 3.4650
C: -0.2327 -0.4769 4.4809
C: 0.8845 0.2856 4.3806
N: 1.6222 -0.1516 3.3177
B: 3.1510 0.0998 3.1614
N: 3.4817 0.5387 1.7096
C: 4.5936 0.1731 1.0141
C: 4.6348 0.8848 -0.1457
N: 3.5393 1.7087 -0.1449
C: 3.1236 2.6093 -1.1794
C: 2.8290 1.4477 0.9820
S: 1.3642 2.2158 1.3708
C: 0.9327 -1.1499 2.7424
S: 1.3732 -2.0244 1.3477
H: -1.3551 -2.8908 4.3104
H: -0.5084 -3.3313 2.8114
H: -1.9431 -2.3048 2.7343
H: -1.0407 -0.4550 5.1823
H: 1.2238 1.1034 4.9819
H: 3.7159 -0.9288 3.3590
H: 3.4546 0.9802 3.8996
H: 5.2621 -0.5680 1.4012
H: 5.3507 0.9051 -0.9410
H: 3.8402 2.5725 -1.9965
H: 3.0519 3.6256 -0.7872
H: 2.1369 2.3046 -1.5437

* electronic energy: -2791.2014 Eh
* charge: 0
* spin multiplicity: 3
* orbital gap (alpha / beta): 7.92 / 7.93 eV

Löwdin atomic charge list, values in e, 5 entries:
1. Pr 0.967
2. C -0.303
3. C -0.325
4. C -0.305
5. C -0.286


7.
Formula: C22H32MnN5
Source: the OMol25 dataset
Level of theory: wB97M-V/def2-TZVPD

CARTESIAN COORDINATES (ANGSTROEM)
C: 1.2156 -2.0849 1.1628
C: 1.6595 -1.2983 0.0436
C: 0.7573 -1.5317 -1.0634
C: -0.2660 -2.4430 -0.6052
C: 0.0085 -2.7665 0.7760
Mn: -0.3232 -0.6318 0.5763
C: -3.1138 1.0649 -0.7665
C: -2.5039 0.6574 0.4057
H: -2.1481 1.4087 1.1180
C: -2.3471 -0.7359 0.7673
H: -2.8301 -1.4068 0.0440
H: -2.5288 -0.9566 1.8329
C: -3.1414 2.5991 -0.9483
H: -2.4849 3.1999 -0.2783
H: -2.8290 2.9810 -1.9442
H: -4.1704 2.9410 -0.7661
C: -2.6580 0.3511 -2.0529
H: -1.6473 -0.1211 -2.0712
H: -3.3683 -0.4442 -2.2951
H: -2.5539 1.0012 -2.9380
C: 2.9417 -0.5727 -0.0105
H: 3.1519 -0.0707 0.9435
H: 3.7878 -1.2270 -0.2708
H: 2.8928 0.2259 -0.7552
C: 1.0087 -1.1095 -2.4618
H: 1.4192 -0.0925 -2.4850
H: 1.7339 -1.7859 -2.9453
H: 0.0921 -1.1256 -3.0651
C: -1.2880 -3.1121 -1.4494
H: -1.4501 -2.5744 -2.3928
H: -0.9620 -4.1329 -1.7063
H: -2.2534 -3.2002 -0.9322
C: -0.7027 -3.7798 1.5939
H: -1.7785 -3.7955 1.3735
H: -0.3076 -4.7897 1.3979
H: -0.5805 -3.5840 2.6689
C: 2.0296 -2.3503 2.3744
H: 1.4255 -2.7877 3.1798
H: 2.8389 -3.0632 2.1481
H: 2.5052 -1.4323 2.7505
C: 1.6731 1.9944 -0.7616
C: 0.4233 2.5309 -1.4225
C: 2.7984 2.6881 -1.1773
C: 0.5288 2.5805 -2.7910
H: -0.6540 2.5704 -1.2455
C: 2.7929 2.9079 -2.5640
H: 3.6979 2.9410 -0.5168
C: 1.7170 2.7602 -3.4164
H: -0.4978 2.4643 -3.2358
H: 3.7166 3.2571 -3.1152
H: 1.6033 2.8863 -4.5032
N: 0.5873 3.0457 4.1747
N: 0.0202 1.8660 3.7346
N: -0.0077 0.7994 4.5865
C: -0.1154 -0.2073 3.7300
N: -0.0560 0.1848 2.4267
N: 0.1020 1.5339 2.4378
H: 0.3838 3.7835 3.5124
H: 0.2842 3.2213 5.1228
H: -0.2292 -1.2318 4.0702

* electronic energy: -2281.6330 Eh
* charge: +1
* spin multiplicity: 4
* orbital gap (alpha / beta): 6.14 / 3.77 eV

Löwdin atomic charge list, values in e, 5 entries:
1. C -0.258
2. C -0.270
3. C -0.252
4. C -0.257
5. C -0.253